No. 1
8
Properties=species:S:1:pos:R:3:forces:R:3:mulliken_charge:R:1 method="wB97M-V/def2-TZVPD" relative_energy_kj_mol=849.0 homo_lumo_gap_ev="6.973 / 7.791" molar_mass_g_mol=99.05 total_charge=0
C 0.12144 0.35801 0.22388 -0.8 -1.6 -1.2 0.162
C -0.92281 1.43251 -0.05385 0.9 -2.4 -3.3 -0.012
N -1.39721 2.06272 1.10321 -0.9 1.7 4.2 0.204
N -1.34398 1.61304 2.15796 -0.1 0.3 -1.2 -0.122
N 0.31163 0.17995 1.56009 0.5 0.8 1.9 -0.055
O 0.38276 1.64461 -0.32445 0.4 1.0 0.5 -0.263
O 0.52390 -0.89387 2.08389 -0.1 0.1 -1.0 -0.394
H 0.18497 -0.47502 -0.47205 0.1 0.0 0.1 0.480

No. 2
7
Properties=species:S:1:pos:R:3:forces:R:3:mulliken_charge:R:1 method="wB97M-V/def2-TZVPD" relative_energy_kj_mol=305.1 homo_lumo_gap_ev=8.852 molar_mass_g_mol=195.95 total_charge=0
C 0.47719 0.04032 0.65638 0.3 0.5 -0.3 0.029
C 0.26098 0.76301 -0.40304 -1.4 -1.9 -0.7 -0.299
N -0.23620 -1.15395 0.91196 -0.5 -0.3 0.0 -0.359
N -1.01148 -1.40591 -0.01638 -0.8 -1.6 -0.3 0.217
O -1.06479 -0.73453 -1.05101 1.5 2.8 0.5 -0.316
I 0.42776 2.39411 -1.57138 0.0 -0.5 0.3 0.282
H 1.14655 0.09695 1.47348 0.8 1.1 0.4 0.447

No. 3
10
Properties=species:S:1:pos:R:3:forces:R:3:mulliken_charge:R:1 method="wB97M-V/def2-TZVPD" relative_energy_kj_mol=128.3 homo_lumo_gap_ev=9.065 molar_mass_g_mol=107.20 total_charge=0 smiles="CSNC=S"
C 1.72525 0.64079 -0.00722 0.7 -2.0 0.7 -0.711
S 0.83737 -1.09799 -0.15835 1.2 1.1 0.8 -0.013
N -0.72555 -0.80528 0.46764 0.3 0.8 -0.4 -0.263
C -1.69593 -0.46193 -0.41156 -1.1 0.8 -0.8 -0.045
S -3.25384 -0.20097 -0.01152 0.0 0.0 0.3 -0.326
H 1.56119 1.12568 -0.94090 0.1 0.5 -0.6 0.269
H 2.83729 0.61760 0.32238 -2.0 -0.4 -0.8 0.287
H 1.14343 1.07839 0.77120 -0.3 0.6 0.5 0.247
H -0.96335 -0.62162 1.46459 0.5 -0.6 -1.0 0.283
H -1.46586 -0.27468 -1.49626 0.6 -0.7 1.3 0.272

No. 4
60
Properties=species:S:1:pos:R:3:forces:R:3:mulliken_charge:R:1 method="wB97M-V/def2-TZVPD" homo_lumo_gap_ev=4.534 molar_mass_g_mol=435.55 total_charge=+1
C 8.87280 -1.86670 2.28747 -0.4 0.3 -0.1 -0.409
C 8.03443 -2.96297 2.02955 0.0 0.4 0.0 -0.619
C 6.69573 -2.75971 1.69725 -0.2 1.0 0.0 -0.396
C 6.17420 -1.44018 1.61027 1.6 -0.4 0.4 0.496
C 4.79358 -1.17414 1.27614 -1.5 0.1 -0.3 0.186
C 3.77162 -2.06463 0.98361 0.4 0.7 0.1 0.094
N 2.67998 -1.29596 0.74996 0.6 0.5 0.2 0.769
C 1.33775 -1.73228 0.37207 -0.2 0.0 0.1 -1.249
C 0.47366 -1.99826 1.60728 0.7 -0.8 0.4 0.483
C -0.93546 -2.55551 1.34103 0.3 0.5 -0.2 0.066
C -1.77622 -1.99781 2.50505 0.4 -0.1 0.4 -0.608
C -1.04170 -0.70215 2.94205 -0.9 0.4 0.1 -0.712
N 0.23552 -0.79474 2.31936 0.5 0.9 -0.2 -0.251
N 2.99428 0.02349 0.92453 0.5 -0.8 -0.3 -0.777
N 4.26742 0.09685 1.21876 -0.9 -0.8 -0.1 -0.364
C 7.02279 -0.34747 1.87467 -0.1 -0.4 -0.1 -0.423
C 8.35978 -0.55756 2.20817 0.0 -0.6 0.0 -0.487
H 9.92034 -2.02740 2.54742 -0.3 0.0 -0.1 0.366
H 8.43205 -3.97701 2.08853 -0.1 0.3 0.0 0.366
H 6.03388 -3.60435 1.50213 0.3 0.1 0.1 0.234
H 3.80472 -3.13933 0.97006 -0.3 0.0 -0.2 0.406
H 0.86437 -0.93496 -0.22078 0.3 -0.2 0.1 0.206
H 1.45097 -2.63587 -0.23621 0.0 0.1 0.1 0.272
H 1.03368 -2.72509 2.23705 -0.1 0.0 -0.3 0.082
H -1.28756 -2.11548 0.39601 0.0 -0.2 0.0 -0.342
H -0.93649 -3.64800 1.25768 -0.1 0.3 0.0 0.431
H -2.81519 -1.80940 2.20929 0.2 -0.1 0.2 0.347
H -1.74532 -2.70804 3.34224 -0.2 0.1 -0.3 0.305
H -1.57995 0.18104 2.56090 -0.1 -0.1 0.2 0.281
H -0.99795 -0.58720 4.03931 0.0 -0.2 -0.3 0.302
H 0.97855 -0.13685 2.52748 -0.2 -0.4 0.0 0.211
H 6.59443 0.65660 1.81076 0.3 -0.3 0.0 0.407
H 9.00137 0.29934 2.40512 -0.1 -0.2 0.0 0.368
C -2.51777 6.41891 -2.31489 -0.1 -0.6 0.0 -0.427
C -1.43718 5.54979 -2.11180 -0.1 -0.2 0.0 -0.743
C -1.64993 4.17352 -2.03118 -0.3 -0.1 0.0 -0.475
C -2.95515 3.62908 -2.15178 0.3 1.2 -0.1 0.702
C -3.16766 2.20671 -2.06281 -1.6 0.1 -0.1 1.124
O -4.47292 1.84568 -2.18614 1.5 -0.7 0.2 -0.400
C -4.83777 0.51350 -2.13734 0.2 0.5 0.0 0.428
C -3.86864 -0.49479 -1.94098 -0.9 -0.1 -0.1 0.791
C -4.34134 -1.83623 -1.92245 -0.1 0.1 0.0 -0.636
C -5.69280 -2.10319 -2.08008 0.5 -0.2 0.1 -0.710
C -6.62257 -1.06596 -2.26847 0.2 0.5 0.0 -0.369
C -6.19287 0.25280 -2.30267 -0.2 -0.2 0.0 -0.704
C -2.52729 -0.09054 -1.78359 0.4 0.6 -0.2 -0.317
C -2.18140 1.25040 -1.86063 0.1 -1.0 0.1 -0.708
C -4.03415 4.51820 -2.35936 0.1 0.0 0.0 -0.450
C -3.81135 5.88901 -2.43773 0.1 0.0 0.0 -0.592
H -2.35311 7.49537 -2.37615 -0.1 -0.3 0.0 0.401
H -0.42509 5.94538 -2.01606 -0.3 -0.1 0.0 0.395
H -0.81583 3.48739 -1.87647 -0.1 0.5 0.0 0.303
H -3.61084 -2.63679 -1.78204 -0.3 0.2 0.0 0.424
H -6.04563 -3.13324 -2.05794 0.1 0.3 0.0 0.404
H -7.68350 -1.28118 -2.39584 0.3 0.0 0.0 0.405
H -6.87111 1.08950 -2.45809 0.1 -0.2 0.0 0.455
H -1.74718 -0.83872 -1.64201 -0.2 0.1 0.0 0.494
H -1.14886 1.57438 -1.76958 -0.3 -0.2 0.0 0.356
H -5.04494 4.12509 -2.46084 0.3 0.2 0.0 0.410
H -4.65519 6.55768 -2.59724 0.2 -0.2 0.0 0.396

no.,maximum force (eV Å⁻¹)
1,4.63
2,3.23
3,2.22
4,1.70